An isolated molecule of C6H10O5S in a non-equilibrium geometry. Source: OMol25; level of theory: the ωB97M-V functional and the def2-TZVPD basis.

Geometry as XYZ:
```
22
Properties=species:S:1:pos:R:3:forces:R:3
O 0.863 -1.616 0.668 -0.86 0.47 -1.60
C 0.630 -0.935 -0.324 2.42 -0.40 0.01
O 0.981 -1.321 -1.599 -0.69 0.18 -0.25
C 1.112 -2.641 -2.018 0.93 -2.22 -0.18
O -0.064 -3.197 -2.575 1.19 -1.27 3.02
C 0.315 0.487 -0.390 -4.20 2.44 6.26
S 0.231 1.503 -1.819 -0.63 0.20 0.75
C -0.350 1.016 0.950 3.58 -0.47 -5.18
C -1.070 2.318 1.006 0.26 1.70 -1.52
O -1.993 2.433 -0.078 -0.22 -0.88 0.04
C -0.046 0.353 2.204 1.56 -2.94 0.29
O -0.662 0.872 3.339 -0.77 -0.11 0.06
H 1.335 -3.339 -1.154 0.12 1.01 -1.00
H 1.922 -2.643 -2.834 -0.91 0.10 1.44
H -0.331 -2.673 -3.266 -1.07 1.96 -2.75
H 1.041 0.693 -2.423 0.84 -0.55 -0.96
H -1.572 2.536 1.931 -0.46 -0.61 0.58
H -0.432 3.250 0.909 0.10 -1.17 -0.17
H -2.298 1.517 -0.244 -0.03 0.79 -0.05
H -0.317 -0.741 1.942 0.32 1.40 1.49
H 1.081 0.348 2.473 -1.37 -0.31 -1.09
H -0.376 1.779 3.302 -0.10 0.69 0.79
```
Forces are in eV/Å.

- spin multiplicity = 1
- electronic energy (Eh) = -1008.8923
- F_max (eV/A) = 7.9
- LUMO level (spin up / spin down) (Eh) = -0.027 / -0.027
- HOMO (spin up / spin down) (Ha) = -0.3067 / -0.3067
- relative energy (zero: lowest compared OMol25 entry of this formula, charge and spin) (kcal/mol) = 40.54

A structure of composition C3H6N2O2S in a non-equilibrium geometry. Source: OMol25; level of theory: the ωB97M-V functional and the def2-TZVPD basis.

Geometry as XYZ:
```
14
Properties=species:S:1:pos:R:3:forces:R:3
C 0.396 -0.459 0.351 5.81 4.63 6.82
C 0.423 2.288 0.356 -2.84 -0.04 -1.38
C -0.927 -2.104 -0.866 0.24 -2.86 0.38
N 0.705 0.929 0.831 0.88 -2.40 -1.26
N -0.478 -0.759 -0.550 -3.97 -0.47 -3.27
O 1.774 0.638 1.652 -2.49 0.06 -1.01
O -1.060 0.166 -1.087 0.33 0.16 -0.02
S 1.606 -1.015 1.623 -1.06 -0.09 -1.85
H 0.606 2.318 -0.740 0.48 -0.01 0.55
H 0.738 3.181 0.890 1.03 -0.65 0.56
H -0.721 2.427 0.357 1.26 -0.65 0.25
H -0.656 -2.779 -0.039 -0.39 0.43 0.25
H -0.402 -2.651 -1.672 0.26 1.14 -0.30
H -2.003 -2.180 -1.107 0.47 0.76 0.30
```
Forces are in eV/Å.

- spin multiplicity = 1
- total charge = +2
- electronic energy (Eh) = -775.0789
- F_max (eV/A) = 10.1
- LUMO level (spin up / spin down) (Eh) = -0.487 / -0.491
- HOMO (spin up / spin down) (Ha) = -0.7632 / -0.7548
- relative energy (zero: lowest compared OMol25 entry of this formula, charge and spin) (kcal/mol) = 17.95

A cluster of 5 separate species, C38H73BrNO12S4 in total in a non-equilibrium geometry. Source: OMol25; level of theory: the ωB97M-V functional and the def2-TZVPD basis.

Geometry as XYZ:
```
129
Properties=species:S:1:pos:R:3:forces:R:3
C -2.114 1.765 5.622 -0.37 -0.61 0.03
C -2.400 0.680 4.434 1.19 0.23 0.18
C -2.431 1.394 2.985 0.19 0.55 0.59
C -3.901 1.750 2.459 -0.08 0.25 0.59
C -4.848 0.485 2.172 0.60 0.18 0.52
C -4.141 -0.733 1.412 -0.97 -0.86 -0.90
C -4.121 -0.609 -0.187 0.17 0.95 -0.38
C -3.129 0.591 -0.673 -1.52 0.20 -0.22
C -2.760 0.508 -2.229 0.59 1.08 0.01
C -1.419 -0.314 -2.572 -0.75 -0.96 -0.12
C -0.798 -1.151 -1.354 1.41 -0.34 -1.48
C 0.652 -1.696 -1.878 -0.71 1.00 0.30
C 1.703 -1.953 -0.692 1.64 -0.54 -0.76
C 2.652 -0.681 -0.445 0.10 0.18 -0.08
C 1.920 0.566 0.244 2.07 -0.17 1.12
O 1.768 1.668 -0.732 -2.30 1.46 1.43
C 1.117 2.777 -0.141 -0.32 1.77 2.28
O 1.263 3.150 1.054 -0.04 -1.93 -3.81
C 0.064 3.638 -1.016 -0.12 -1.57 -0.90
C -1.372 3.733 -0.285 0.28 0.14 0.35
N 1.091 -2.318 0.614 -0.65 -0.83 -0.50
C 0.387 -3.625 0.583 -0.78 -1.78 -0.19
C -0.572 -3.856 1.868 2.18 1.27 1.19
C -0.794 -2.477 2.658 -0.01 -0.23 -0.75
Br -2.302 -4.735 1.430 0.81 0.42 0.13
C 2.702 -3.141 -1.204 1.87 -4.83 -2.46
O 3.985 -3.080 -1.034 -3.02 1.16 0.42
O 2.231 -4.280 -1.857 0.53 5.18 2.69
H -2.108 2.839 5.243 -0.11 -1.45 0.42
H -2.916 1.661 6.429 1.14 0.29 -0.97
H -1.094 1.559 6.101 -1.47 0.32 -0.66
H -1.495 -0.038 4.480 -1.52 1.02 -0.31
H -3.316 0.032 4.650 1.10 1.09 -0.37
H -1.877 2.400 3.126 -0.76 -1.57 -0.36
H -1.792 0.788 2.260 -1.09 0.74 0.73
H -4.410 2.349 3.311 0.75 -0.85 -1.29
H -3.849 2.486 1.571 0.03 -1.35 1.21
H -5.791 0.885 1.654 1.34 -0.87 0.53
H -5.195 0.092 3.195 0.45 0.58 -1.49
H -4.752 -1.688 1.650 0.98 1.45 -0.26
H -3.076 -0.951 1.751 -1.48 0.51 -0.21
H -5.163 -0.298 -0.588 1.44 -0.58 0.77
H -3.880 -1.596 -0.728 -0.08 1.40 1.10
H -2.232 0.726 0.024 -1.15 -0.43 -1.20
H -3.763 1.553 -0.544 1.07 -1.39 -0.11
H -3.652 0.155 -2.874 1.30 0.37 1.27
H -2.567 1.598 -2.573 -0.36 -1.62 0.48
H -1.711 -1.092 -3.378 0.70 1.19 1.18
H -0.631 0.352 -3.060 -1.03 -0.78 0.85
H -1.441 -2.077 -1.188 0.63 1.46 0.32
H -0.572 -0.547 -0.416 -0.78 -0.83 -1.19
H 0.499 -2.589 -2.582 0.46 1.15 1.43
H 1.078 -0.830 -2.506 -0.44 -1.40 0.82
H 3.095 -0.418 -1.480 -0.78 -0.10 1.71
H 3.577 -0.927 0.220 -1.90 0.05 -1.20
H 0.953 0.315 0.792 1.07 0.32 -1.11
H 2.637 0.987 1.049 -1.21 -0.79 -1.15
H 0.452 4.672 -1.291 -0.23 -1.51 0.53
H -0.110 3.035 -1.982 0.43 1.07 1.29
H -1.539 4.752 0.217 0.36 -1.47 -0.78
H -1.453 2.948 0.545 0.01 1.05 -1.30
H -2.193 3.572 -1.066 1.13 0.19 1.20
H 1.780 -2.336 1.381 -0.14 0.04 -0.86
H -0.271 -3.775 -0.352 1.32 0.66 1.31
H 1.117 -4.524 0.568 -1.05 1.42 -0.15
H 0.018 -4.550 2.576 -1.43 0.77 -1.09
H 0.219 -2.143 3.097 -1.70 -0.62 -0.46
H -1.610 -2.591 3.447 1.23 0.22 -0.95
H -1.074 -1.679 1.888 0.24 -1.05 1.16
C 5.814 2.871 -1.319 0.03 -0.13 -0.12
C 6.906 3.877 -1.689 0.19 -0.09 0.11
C 6.244 4.998 -2.493 0.61 0.04 -0.21
S 4.543 5.072 -1.941 -0.18 -0.12 0.40
O 3.686 4.694 -3.041 0.06 0.36 0.16
O 4.339 6.290 -1.188 -0.17 -0.06 -0.41
C 4.645 3.701 -0.805 0.05 -0.38 0.23
H 6.158 2.156 -0.570 -0.09 0.04 -0.07
H 5.512 2.310 -2.209 -0.03 0.01 0.11
H 7.346 4.290 -0.775 -0.05 -0.02 -0.07
H 7.712 3.408 -2.258 -0.06 0.07 0.04
H 6.725 5.960 -2.314 -0.22 0.00 -0.09
H 6.243 4.777 -3.562 -0.14 0.05 0.09
H 3.702 3.154 -0.795 0.01 0.14 -0.05
H 4.856 4.105 0.188 -0.08 0.05 -0.10
C 3.475 -4.302 -5.970 -0.04 -0.08 -0.04
C 2.807 -3.893 -7.286 0.18 -0.04 -0.18
C 1.326 -3.649 -6.991 0.00 -0.13 -0.68
S 1.235 -3.147 -5.274 0.39 0.02 0.66
O 0.523 -4.161 -4.535 -0.27 0.42 -0.45
O 0.876 -1.746 -5.207 -0.31 -0.27 -0.05
C 2.975 -3.312 -4.927 0.52 -0.15 0.12
H 4.564 -4.288 -6.047 -0.08 -0.01 0.04
H 3.168 -5.318 -5.700 0.04 0.09 0.06
H 3.266 -2.971 -7.656 -0.04 -0.06 0.05
H 2.934 -4.656 -8.059 -0.03 0.08 0.02
H 0.914 -2.860 -7.621 -0.11 -0.06 0.19
H 0.739 -4.562 -7.107 0.00 0.10 0.14
H 3.119 -3.658 -3.900 -0.31 0.04 0.16
H 3.437 -2.331 -5.063 -0.12 -0.02 -0.01
C 7.461 -2.172 2.414 0.06 0.09 0.02
C 7.568 -2.013 3.933 0.23 -0.08 0.04
C 6.267 -1.372 4.420 0.43 0.18 0.46
S 5.003 -1.859 3.250 -0.07 -0.52 -0.31
O 4.539 -0.679 2.559 -0.18 -0.09 0.29
O 4.097 -2.789 3.887 -0.12 0.47 -0.10
C 6.082 -2.765 2.156 0.35 -0.10 -0.38
H 8.252 -2.811 2.017 -0.08 0.06 0.00
H 7.544 -1.191 1.934 -0.02 -0.09 -0.01
H 7.689 -2.998 4.395 -0.03 0.07 -0.05
H 8.434 -1.410 4.217 -0.08 -0.05 0.02
H 5.992 -1.723 5.415 -0.17 0.10 -0.14
H 6.330 -0.283 4.414 -0.13 -0.09 -0.06
H 5.749 -2.648 1.123 -0.29 -0.06 0.07
H 6.045 -3.817 2.447 -0.10 0.10 -0.01
C -8.940 2.261 0.258 0.09 -0.11 -0.11
C -10.172 1.418 0.594 -0.14 0.01 -0.19
C -10.054 0.997 2.061 -0.35 -0.44 -0.26
S -9.091 2.270 2.870 -0.01 0.22 0.13
O -7.840 1.694 3.303 -0.32 0.18 0.16
O -9.946 3.018 3.764 0.33 -0.22 0.06
C -8.787 3.247 1.409 0.12 0.21 -0.44
H -9.050 2.775 -0.699 0.04 -0.04 0.08
H -8.057 1.616 0.197 -0.03 0.09 0.00
H -11.075 2.021 0.456 0.08 -0.04 0.02
H -10.257 0.547 -0.060 -0.01 0.07 0.08
H -11.031 0.924 2.539 0.20 0.03 0.13
H -9.518 0.052 2.163 0.04 0.15 0.09
H -7.796 3.696 1.461 -0.07 -0.05 0.19
H -9.552 4.026 1.364 0.05 -0.06 0.09
```
Forces are in eV/Å.

- spin multiplicity = 1
- total charge = -1
- electronic energy (Eh) = -6615.9712
- F_max (eV/A) = 5.9
- LUMO level (Eh) = 0.070
- HOMO (Ha) = -0.1641

> What is the electronic energy in the first record?

-1008.8923 Eh